Formula: C4H12NO2
Source: OMol25
Level of theory: ωB97M-V/def2-TZVPD

Summary:
total charge = -1
multiplicity = 1
E_LUMO = 3.9 eV

Geometry as XYZ:
```
19
C4H12NO2 | OMol25 | ωB97M-V/def2-TZVPD
C -0.24026 -0.37712 0.46145
H 1.45414 -1.33776 0.22387
H -1.37925 -0.54621 -1.29718
H -2.26846 0.06498 0.07901
H 1.95545 1.06797 0.58010
H -1.32662 2.45880 -0.49588
H 0.00251 1.62101 -1.19752
H -0.88906 -2.54012 0.36628
C -1.32930 0.17213 -0.47242
C -1.08704 1.55348 -1.05527
H 0.99973 -1.08947 -1.19284
O 2.65101 1.73755 0.65243
H 3.11745 1.68586 -0.19721
H -1.29074 -1.70140 1.87221
H 0.01365 0.23433 1.33680
C -0.48696 -1.80045 1.08784
O 0.66883 -2.29424 1.61033
H -1.56189 1.64415 -2.03442
N 0.99682 -0.55351 -0.32758
```

Atom charges from the Mulliken analysis, given in e for atoms 1 to 5: 0.2627 0.2459 0.2940 0.3399 0.4099

***

Formula: C4H12NO2
Source: OMol25
Level of theory: ωB97M-V/def2-TZVPD

Summary:
total charge = -2
multiplicity = 2
E_LUMO (spin up / spin down) = 6.4 / 6.3 eV

Geometry as XYZ:
```
19
C4H12NO2 | OMol25 | ωB97M-V/def2-TZVPD
O -3.08436 -2.84849 -0.97858
C 0.03383 1.89250 0.42400
N 1.29744 -0.28725 0.64871
H -2.01904 0.05987 0.10544
C 2.44205 0.45632 0.10890
H -0.79091 -0.00310 -1.22301
H 1.13663 -1.16217 0.16087
H -0.40423 0.35039 1.76021
H -2.83640 -3.16340 -1.86050
H -2.21722 -2.39068 -0.66189
H 0.70427 2.35060 1.14354
H 0.37969 2.09800 -0.58916
H 3.31145 -0.18389 -0.02640
C -1.01871 -0.33695 -0.18090
O -0.92699 -1.71799 -0.15614
H 2.27041 0.97022 -0.85580
H 2.67399 1.26368 0.81484
C 0.01056 0.37401 0.73928
H -0.96246 2.27834 0.62656
```

Atom charges from the Mulliken analysis, given in e for atoms 1 to 5: -0.7514 -2.7063 0.0899 0.2581 -3.1510

***

Formula: C4H12NO2
Source: OMol25
Level of theory: ωB97M-V/def2-TZVPD

Summary:
total charge = +1
multiplicity = 1
E_LUMO = -5.2 eV

Geometry as XYZ:
```
19
C4H12NO2 | OMol25 | ωB97M-V/def2-TZVPD
H 1.56416 1.86210 0.94205
H 0.01517 1.75522 -1.86840
O 2.05079 1.03921 1.00514
H 0.85055 -0.05545 -0.71950
H 2.81874 1.28442 1.48930
O 0.28592 3.49778 -0.18548
C -1.02163 -1.05435 -0.31664
N -0.29301 0.08367 -0.78103
H 0.92615 4.25219 -0.02597
H -0.27591 -3.88348 -0.06940
C -0.68154 -3.32057 0.81395
C -0.72290 1.03152 -1.56854
H -1.71126 -3.54480 1.09852
H 0.02395 3.58640 -1.10190
H -1.69702 1.36203 -1.45991
H 0.46235 -1.42310 1.02438
H -2.14365 -0.92951 -0.51792
C -0.36757 -1.87873 0.53521
H -0.08326 -3.66456 1.70614
```

Atom charges from the Mulliken analysis, given in e for atoms 1 to 5: 0.3198 0.3283 -0.5974 0.3994 0.2995

***

Relative energy (zero: lowest compared OMol25 entry of this formula, charge and spin)? In order: 20.72; 10.50; 77.84 kcal per mole.
Calculated total energy? In order: -364.82249; -364.68445; -364.51118 a.u..